Entry from the Open Molecules 2025 dataset: a cluster of 2 separate species, C3H14N4O in total (ωB97M-V with the def2-TZVPD basis set).

```
22
Properties=species:S:1:pos:R:3
C 2.0150 1.1364 0.9700
N 1.6048 0.1402 0.0004
C 2.2923 0.2809 -1.2677
N 1.8793 -1.1816 0.5447
H 3.0787 1.0602 1.2280
H 1.8193 2.1237 0.5577
H 1.4198 1.0074 1.8727
H 2.0892 1.2735 -1.6663
H 3.3791 0.1523 -1.1740
H 1.9091 -0.4676 -1.9610
H 1.2811 -1.2565 1.3665
H 1.4865 -1.8368 -0.1301
C -2.8810 -1.2216 -0.5022
N -2.3249 0.1100 -0.3717
N -2.9813 0.7980 0.6371
O -0.8270 -0.1128 0.0206
H -2.7710 -1.8062 0.4200
H -3.9397 -1.1303 -0.7380
H -2.3615 -1.7275 -1.3125
H -2.8569 0.3696 1.5590
H -2.6596 1.7591 0.6577
H -0.6514 0.5298 -0.7111
```

Summary:
Energy above the lowest of the compared OMol25 structures with the same formula, charge and spin: 391.8 kJ/mol
Structure (SMILES): CN(C)N.CN(N)O
Kohn-Sham gap: 0.3142 hartree
HOMO level: -7.6 eV
Net charge: 0